[1]
DFT (wB97M-V/def2-TZVPD) results for a cluster of 2 separate species, C4H11NO2 in total.

Output
- SMILES = CCC(N)=O.CO
- E_LUMO (Eh) = 0.0222
- HOMO-LUMO gap (hartree) = 0.367

```
! RIJCOSX wB97M-V def2-TZVPD def2/J DEFGRID3
* xyz 0 1
O 1.87014 1.48831 0.94405
O -1.39805 -1.51846 0.54462
N 0.74314 -1.03823 0.82288
C -0.33724 -0.58408 -1.39156
C -0.42641 -1.06064 0.10744
C -1.81522 -0.47787 -1.76590
C 0.97449 2.53131 0.64682
H 0.27105 0.13852 -1.68352
H 1.58269 3.15411 -0.10969
H -2.39855 -1.33798 -1.52515
H 2.31981 1.65296 1.80826
H 0.19710 -1.60874 -1.69257
H 0.10837 2.03265 0.17315
H -1.81991 -0.51592 -2.81207
H 0.56033 -1.35568 1.84471
H 1.57903 -0.49488 0.66110
H 0.64597 3.05145 1.55784
H -2.39835 0.33999 -1.47239
*
```

[2]
DFT (wB97M-V/def2-TZVPD) results for a cluster of 2 separate species, C4H11NO2 in total.

Output
- SMILES = CCNC(C)=O.O
- E_LUMO (Eh) = 0.0353
- HOMO-LUMO gap (hartree) = 0.374

```
! RIJCOSX wB97M-V def2-TZVPD def2/J DEFGRID3
* xyz 0 1
O -1.53874 2.00247 1.06984
O -1.21390 0.60426 -1.02874
N 0.09744 -1.16725 -0.64859
C 0.95069 -1.81787 0.31639
C 0.71142 -1.27112 1.71286
C 1.11681 1.06956 -1.14706
C -0.08140 0.18425 -0.90216
H 1.85593 0.66325 -1.84627
H 0.35108 -0.22719 1.73078
H 1.98652 -1.68738 -0.04059
H 1.62497 1.28981 -0.20347
H 0.84398 -2.91384 0.33752
H -0.71193 -1.73480 -0.84708
H 1.56980 -1.25797 2.39029
H -2.41179 1.81158 1.40075
H -0.10082 -1.69685 2.32448
H 0.67138 1.95369 -1.61609
H -1.75844 2.43214 0.23223
*
```

[3]
DFT (wB97M-V/def2-TZVPD) results for a cluster of 2 separate species, C4H11NO2 in total.

Output
- SMILES = CCNC(C)=O.O
- E_LUMO (Eh) = 0.0274
- HOMO-LUMO gap (hartree) = 0.391

```
! RIJCOSX wB97M-V def2-TZVPD def2/J DEFGRID3
* xyz 0 1
O 2.22583 1.81807 2.08279
O 1.95928 1.41958 5.14048
N 1.51675 -0.35593 1.76476
C 3.88372 -0.02352 1.89112
C 0.08358 -0.17016 1.48679
C 2.47255 0.58788 1.99322
C 0.00000 0.00000 0.00000
H 4.04631 -0.53490 0.92745
H 1.80707 -1.33327 1.84876
H 4.59091 0.81964 1.96569
H 1.88539 1.71111 4.20356
H 2.91066 1.53714 5.36253
H -0.52020 -1.01348 1.87371
H -0.24420 0.74740 2.01223
H 0.38774 -0.82630 -0.61927
H -1.05549 0.17521 -0.26804
H 4.09668 -0.73454 2.70703
H 0.57706 0.91177 -0.22865
*
```

[4]
DFT (wB97M-V/def2-TZVPD) results for a cluster of 2 separate species, C4H11NO2 in total.

Output
- SMILES = CC(=O)O.CCN
- E_LUMO (Eh) = 0.0261
- HOMO-LUMO gap (hartree) = 0.370

```
! RIJCOSX wB97M-V def2-TZVPD def2/J DEFGRID3
* xyz 0 1
O -1.87627 -1.74173 1.19608
O 0.03361 -1.27019 2.17524
N 0.66890 2.25593 -2.52851
C 1.38992 2.08675 -1.27236
C 0.32761 2.29007 -0.15253
C -0.49764 -1.70471 1.20701
C -0.06494 -2.37663 -0.17669
H -0.66235 -3.27912 -0.23748
H 0.60952 1.84610 0.82540
H 1.99715 1.21981 -1.05021
H 0.21891 3.39157 -0.12780
H 0.02295 1.52614 -2.77405
H -0.74211 2.14179 -0.38659
H 0.95111 -2.79181 -0.30794
H 2.04130 2.97228 -1.24331
H -0.00414 -1.67271 -0.99509
H -2.25997 -1.43021 2.02472
H 1.33080 2.30825 -3.29776
*
```

For the records above, the corresponding relative energy (zero: lowest compared OMol25 entry of this formula, charge and spin) values read 2.151, 1.026, 0.430, 1.567 eV.